Entry from OMol25: a 4-piece molecular cluster, C34H37ClF24NO8PS overall (the ωB97M-V functional and the def2-TZVPD basis).

The calculation puts the frontier orbital gap at 8.07 eV. The value obtained for the energy above the lowest of the compared OMol25 structures with the same formula, charge and spin is 0.00 kJ/mol. The structure (SMILES) is CC(=O)OCCCCCCc1c(S)c([PH2]=O)c(C[C@@H](C)Cl)c2c1C(=O)NC2=O.FC(F)C(F)(F)COC(F)(F)C(F)F.FC(F)C(F)(F)COC(F)(F)C(F)F.FC(F)C(F)(F)COC(F)(F)C(F)F. For the max |F|, the calculation gives 0.931 eV/A. The HOMO energy comes out at -9.05 eV. As for the LUMO energy: -0.0360 Ha.

Geometry as XYZ:
```
107
C34H37ClF24NO8PS | OMol25 | the ωB97M-V functional and the def2-TZVPD basis
C -7.423 2.269 0.405
C -8.520 1.461 1.034
O -9.385 1.971 1.672
O -8.565 0.133 0.773
C -7.366 -0.606 0.989
C -7.125 -0.890 2.461
C -6.297 -2.147 2.680
C -4.836 -1.987 2.259
C -4.055 -1.212 3.329
C -2.704 -0.724 2.787
C -2.749 0.695 2.300
C -2.567 1.062 0.938
S -2.225 -0.268 -0.186
C -2.678 2.417 0.514
P -2.409 2.901 -1.227
O -2.520 1.865 -2.270
C -2.944 3.440 1.452
C -3.024 4.910 1.108
C -1.777 5.773 1.455
C -2.046 6.943 2.402
Cl -0.417 4.780 2.090
C -3.081 3.060 2.782
C -2.979 1.742 3.188
C -3.082 1.737 4.689
O -3.274 0.841 5.439
N -2.955 3.118 5.135
C -3.307 3.902 3.982
O -3.789 4.986 4.050
H -7.522 2.269 -0.675
H -7.520 3.277 0.780
H -6.432 1.918 0.666
H -6.507 -0.075 0.588
H -7.438 -1.528 0.423
H -8.074 -0.991 2.980
H -6.643 -0.021 2.907
H -6.313 -2.371 3.745
H -6.774 -2.987 2.180
H -4.763 -1.491 1.294
H -4.399 -2.981 2.200
H -3.914 -1.873 4.175
H -4.662 -0.373 3.634
H -2.403 -1.402 2.003
H -1.943 -0.791 3.562
H -1.231 0.257 -0.901
H -1.137 3.512 -1.202
H -3.277 3.968 -1.490
H -3.216 5.053 0.058
H -3.889 5.311 1.622
H -1.397 6.182 0.529
H -1.621 7.858 2.010
H -1.624 6.742 3.377
H -3.108 7.092 2.545
H -1.967 3.223 5.357
F 2.714 -1.111 1.582
C 1.749 -0.338 2.121
F 0.608 -1.061 2.164
C 1.514 0.900 1.255
F 1.044 0.526 0.045
F 0.522 1.594 1.887
C 2.676 1.887 1.077
O 3.436 1.782 -0.112
C 4.534 0.973 -0.205
F 4.896 0.458 0.984
F 5.563 1.736 -0.640
C 4.345 -0.120 -1.259
F 3.288 -0.902 -0.960
F 5.453 -0.907 -1.269
H 2.026 -0.061 3.142
H 2.195 2.861 0.995
H 3.310 1.929 1.963
H 4.197 0.312 -2.247
F 3.429 -6.498 -1.518
C 4.322 -5.867 -0.732
F 5.340 -6.722 -0.479
C 3.695 -5.451 0.601
F 3.341 -6.547 1.305
F 4.703 -4.833 1.285
C 2.536 -4.445 0.569
O 1.218 -4.949 0.679
C 0.486 -5.338 -0.407
F 1.085 -5.032 -1.570
F -0.684 -4.658 -0.366
C 0.117 -6.823 -0.333
F 1.225 -7.586 -0.281
F -0.579 -7.151 -1.444
H 4.719 -4.994 -1.258
H 2.658 -3.857 1.477
H 2.635 -3.743 -0.260
H -0.495 -7.012 0.551
F 7.220 -1.900 -5.109
C 6.213 -1.351 -4.406
F 5.207 -2.255 -4.326
C 5.681 -0.097 -5.101
F 5.138 -0.415 -6.289
F 4.654 0.361 -4.303
C 6.637 1.096 -5.258
O 7.266 1.271 -6.510
C 8.467 0.690 -6.817
F 9.036 0.096 -5.754
F 9.297 1.677 -7.218
C 8.337 -0.271 -8.003
F 7.452 -1.247 -7.724
F 9.543 -0.834 -8.234
H 6.555 -1.118 -3.396
H 5.994 1.971 -5.171
H 7.348 1.152 -4.433
H 8.009 0.273 -8.890
```

Atom charges from the Mulliken analysis, given in e for atoms 1 to 99:
1. C -0.450
2. C 0.563
3. O -0.546
4. O -0.393
5. C -0.520
6. C -0.249
7. C -1.140
8. C -0.372
9. C -0.544
10. C -2.107
11. C 0.452
12. C 0.961
13. S -0.135
14. C 0.157
15. P 0.453
16. O -0.638
17. C -0.049
18. C -1.619
19. C 0.194
20. C -1.337
21. Cl -0.215
22. C 0.768
23. C 0.006
24. C 0.164
25. O -0.485
26. N -0.381
27. C -0.217
28. O -0.477
29. H 0.325
30. H 0.362
31. H -0.107
32. H 0.246
33. H 0.321
34. H 0.476
35. H 0.129
36. H 0.383
37. H 0.440
38. H 0.213
39. H 0.367
40. H 0.307
41. H 0.270
42. H 0.704
43. H 0.419
44. H 0.146
45. H 0.038
46. H 0.102
47. H 0.488
48. H 0.515
49. H 0.613
50. H 0.307
51. H 0.363
52. H 0.334
53. H 0.365
54. F -0.191
55. C -0.094
56. F -0.190
57. C 1.174
58. F -0.187
59. F -0.275
60. C -0.946
61. O -0.372
62. C 0.744
63. F -0.283
64. F -0.300
65. C 0.363
66. F -0.203
67. F -0.281
68. H 0.252
69. H 0.364
70. H 0.354
71. H 0.159
72. F -0.223
73. C 0.097
74. F -0.272
75. C 0.928
76. F -0.289
77. F -0.313
78. C -0.703
79. O -0.406
80. C 0.848
81. F -0.288
82. F -0.280
83. C 0.165
84. F -0.228
85. F -0.264
86. H 0.281
87. H 0.284
88. H 0.392
89. H 0.238
90. F -0.236
91. C 0.219
92. F -0.250
93. C 0.907
94. F -0.270
95. F -0.321
96. C -0.885
97. O -0.399
98. C 0.817
99. F -0.288